Here is a structure of composition C5H8O from the OMol25 dataset. Energies are from ωB97M-V with the def2-TZVPD basis set.

## Properties
Energy (a.u.): -270.40665
Energy above the lowest of the compared OMol25 structures with the same formula, charge and spin (kJ/mol): 397.08
Kohn-Sham gap (alpha / beta) (eV): 8.27 / 7.89
Highest occupied orbital energy (alpha / beta) (eV): -8.7 / -8.4
Lowest unoccupied orbital energy (alpha / beta) (Eh): -0.0143 / -0.0190
Molar mass (g/mol): 84.1

XYZ file:
```
14
Properties=species:S:1:pos:R:3:nbo_charge:R:1
C 0.2585 1.3191 -1.2340 -0.695
C 0.0935 0.0249 -0.5453 0.378
C 1.0521 -0.5644 0.4179 -0.514
C -0.2124 -0.8664 1.2470 -0.402
C -1.2084 -0.5241 0.0359 0.086
O -1.8526 0.5992 0.1590 -0.652
H 1.1114 1.2245 -1.9192 0.232
H 0.5134 2.1148 -0.5225 0.245
H -0.6586 1.5994 -1.7518 0.256
H 1.5211 -1.4824 0.0426 0.246
H 1.8189 0.0932 0.8364 0.220
H -0.3100 -1.8996 1.5751 0.221
H -0.3740 -0.1567 2.0568 0.231
H -1.6930 -1.4203 -0.3953 0.148
```


Here is a structure of composition C9H9BaF3O13P at a distorted geometry from the OMol25 dataset. Energies are from ωB97M-V with the def2-TZVPD basis set.

## Properties
Energy (a.u.): -1993.17599
Energy above the lowest of the compared OMol25 structures with the same formula, charge and spin (kJ/mol): 0.00
Kohn-Sham gap (eV): 4.33
Highest occupied orbital energy (eV): -2.9
Lowest unoccupied orbital energy (Eh): 0.0539
Molar mass (g/mol): 550.5
Total charge: -1

XYZ file:
```
36
Properties=species:S:1:pos:R:3:mulliken_charge:R:1
Ba -9.0492 -17.1859 -13.2798 1.794
P -7.0970 -15.2040 -13.8189 0.384
O -8.2994 -14.7733 -12.8717 -0.787
O -6.6582 -16.5763 -13.1635 -0.770
O -5.9496 -14.2131 -13.9292 -0.779
O -7.8088 -15.6199 -15.1703 -0.640
C -14.5948 -15.3626 -12.3968 -0.427
C -13.6735 -14.2630 -12.9268 0.253
O -12.4401 -14.9641 -12.7831 -0.235
C -12.6629 -16.2313 -13.1007 0.553
O -11.8166 -17.0208 -13.3854 -0.537
O -13.9868 -16.5420 -12.9474 -0.310
F -13.6380 -13.2130 -12.1068 -0.268
H -15.6035 -15.2543 -12.7964 0.282
H -14.6529 -15.3066 -11.3120 0.276
H -13.8765 -13.9882 -13.9589 0.307
C -7.3561 -17.4829 -17.5955 -0.358
C -6.7099 -17.9708 -16.2838 0.429
O -5.9926 -19.1078 -16.7526 -0.345
C -6.5532 -19.5415 -17.8899 0.585
O -6.2619 -20.5315 -18.4969 -0.575
O -7.5334 -18.7019 -18.2963 -0.353
F -7.6647 -18.3385 -15.4046 -0.208
H -6.6847 -16.7460 -18.0395 0.280
H -8.2642 -16.9474 -17.3244 0.298
H -6.0533 -17.2423 -15.8216 0.219
C -9.4579 -22.4571 -10.1443 -0.299
C -9.5096 -21.3757 -9.0602 0.275
O -9.3018 -20.1533 -9.7507 -0.300
C -9.0343 -20.3818 -11.0385 0.519
O -8.8628 -19.5197 -11.8410 -0.459
O -9.1081 -21.6957 -11.3032 -0.320
F -8.5034 -21.5230 -8.1612 -0.277
H -10.3613 -23.0501 -10.2301 0.283
H -8.5644 -23.0517 -9.9563 0.264
H -10.4559 -21.2216 -8.5437 0.246
```


Here is the molecule C4H8N2O3 at a distorted geometry from the OMol25 dataset. Energies are from ωB97M-V with the def2-TZVPD basis set.

## Properties
Energy (a.u.): -492.27187
Energy above the lowest of the compared OMol25 structures with the same formula, charge and spin (kJ/mol): 606.74
SMILES string: CC(=O)CN(C)[N+](=O)[O-]
Kohn-Sham gap (eV): 10.47
Highest occupied orbital energy (eV): -10.0
Lowest unoccupied orbital energy (Eh): 0.0189
Molar mass (g/mol): 132.1

XYZ file:
```
17
Properties=species:S:1:pos:R:3:nbo_charge:R:1
C 1.5245 -0.6095 1.3390 -0.744
C 0.0370 -0.4766 1.0422 0.581
O -0.7073 0.2319 1.6734 -0.535
C -0.2659 -0.8969 -0.3915 -0.303
N -0.1874 0.5795 -1.0492 -0.210
C -1.2422 1.5047 -0.7908 -0.411
N 0.9636 0.8790 -1.6836 0.629
O 1.0503 1.9707 -2.2247 -0.415
O 1.8655 0.0332 -1.6313 -0.460
H 1.9206 0.0169 2.1142 0.236
H 1.6535 -1.6420 1.7860 0.236
H 2.2095 -0.4987 0.5228 0.260
H -1.3538 -1.1564 -0.4798 0.227
H 0.4605 -1.3322 -0.9524 0.250
H -2.2744 1.0693 -1.0980 0.204
H -1.1328 1.7537 0.1800 0.223
H -1.0082 2.2609 -1.4026 0.234
```


Here is a cluster of 2 separate species, C14H12N4O3 in total at a distorted geometry from the OMol25 dataset. Energies are from ωB97M-V with the def2-TZVPD basis set.

## Properties
Energy (a.u.): -985.30793
SMILES string: O=[N+]([O-])c1ccccc1.Nc1cccc2ncc(O)nc12
Kohn-Sham gap (eV): 6.64
Highest occupied orbital energy (eV): -7.8
Lowest unoccupied orbital energy (Eh): -0.0408
Molar mass (g/mol): 284.3

XYZ file:
```
33
Properties=species:S:1:pos:R:3:nbo_charge:R:1
O -1.2695 -2.7128 -0.4605 -0.335
N -2.1268 -1.9182 -0.7855 0.509
O -3.0451 -1.5462 -0.0504 -0.404
C -2.0715 -1.3666 -2.1403 0.082
C -1.0733 -1.7892 -3.0087 -0.200
C -1.0378 -1.2821 -4.2993 -0.208
C -1.9915 -0.3582 -4.7105 -0.168
C -2.9806 0.0663 -3.8311 -0.209
C -3.0243 -0.4383 -2.5396 -0.202
H -0.3260 -2.5083 -2.6979 0.252
H -0.2678 -1.6090 -4.9876 0.227
H -1.9643 0.0322 -5.7217 0.223
H -3.7200 0.7887 -4.1549 0.227
H -3.8004 -0.1038 -1.8629 0.250
N 3.3517 -1.2037 2.2000 -0.805
C 2.9229 0.1705 2.2049 0.173
C 3.9263 1.2216 2.1791 -0.294
C 3.4446 2.6337 2.1560 -0.190
C 2.0358 2.9396 2.1826 -0.245
C 1.0089 1.8456 2.1946 0.090
N -0.3269 2.2284 2.2000 -0.352
C -1.1539 1.1596 2.1677 -0.031
C -0.6857 -0.2549 2.1671 0.446
O -1.6703 -1.2478 2.1455 -0.698
N 0.6000 -0.6591 2.2059 -0.417
C 1.4425 0.4453 2.2018 0.143
H 4.3360 -1.2785 2.4490 0.373
H 2.7501 -1.7765 2.7916 0.393
H 5.0260 1.0425 2.1851 0.222
H 4.1584 3.4861 2.1163 0.219
H 1.6855 4.0039 2.1787 0.231
H -2.2552 1.3485 2.1423 0.214
H -1.8976 -1.3591 1.1829 0.487
```


Here is a structure of composition F2Mg2 at a distorted geometry from the OMol25 dataset. Energies are from ωB97M-V with the def2-TZVPD basis set.

## Properties
Energy (a.u.): -598.99992
Energy above the lowest of the compared OMol25 structures with the same formula, charge and spin (kJ/mol): 791.07
Kohn-Sham gap (eV): 3.12
Highest occupied orbital energy (eV): -16.6
Lowest unoccupied orbital energy (Eh): -0.4937
Molar mass (g/mol): 86.6
Total charge: +2

XYZ file:
```
4
Properties=species:S:1:pos:R:3:nbo_charge:R:1
Mg -4.6308 17.8398 -15.7993 1.703
Mg -9.4011 19.0533 -17.8769 1.854
F -3.8289 20.1114 -17.6213 -0.701
F -7.0767 17.1533 -17.1572 -0.856
```


- energy of number 5 (F2Mg2)?
  -598.99992 a.u.